Record 1
This record from the OMol25 dataset describes 2 unconnected molecules or ions with the total composition C6H8O2. The level of theory is ωB97M-V/def2-TZVPD.

Element x y z (Å)
C: 2.0509 3.1399 -0.0916
C: -1.0023 -0.0259 -0.7050
C: 0.7876 -0.0557 1.0522
C: 0.1595 -0.6206 0.0289
C: -2.0751 0.7260 0.1391
C: 0.7733 -1.8169 -0.5930
O: 2.8901 2.7178 0.5258
O: -1.3175 -0.3596 -1.8738
H: 1.7561 -0.5704 1.2016
H: 0.4160 0.8139 1.3899
H: -2.7336 1.3126 -0.5222
H: -1.5822 1.3223 0.9721
H: -2.7466 0.0209 0.6768
H: -0.1553 -2.3939 -0.9217
H: 1.3186 -2.4643 0.1692
H: 1.4605 -1.7462 -1.4484

Atomic forces in eV per Å
C 0.0 0.0 0.0
C -3.1 -1.4 -1.2
C 1.2 -3.0 -2.1
C 1.0 0.7 -1.3
C 0.9 0.4 0.6
C -1.1 -2.9 0.1
O 0.0 0.0 0.0
O 1.6 1.0 2.9
H -0.6 1.0 1.0
H -0.6 2.9 1.9
H 0.6 0.0 0.3
H -0.8 -0.3 -1.2
H 0.7 0.0 -0.5
H 1.6 0.1 0.0
H -0.8 0.9 -0.8
H -0.5 0.6 0.1

Calculated values
**Net charge**: 0
**HOMO-LUMO gap**: 10.042 eV
**Electronic energy**: -383.8379 Eh
**2S+1**: 1
**Energy relative to the best compared isomer or geometry (same formula, charge and spin)**: 45.35 kcal per mole

---

Record 2
This record from the OMol25 dataset describes a molecular structure, C5H8O. The level of theory is ωB97M-V/def2-TZVPD.

Element x y z (Å)
C: 1.2256 -0.4932 -1.4829
C: 0.0294 -0.3823 -0.5965
C: -0.5742 0.8293 0.0647
C: -0.4904 0.1655 1.2810
C: -0.2280 -1.1334 0.6611
O: -1.0075 -1.3175 -0.5698
H: 2.0726 0.0845 -1.0920
H: 0.9887 -0.1104 -2.4794
H: 1.5106 -1.5442 -1.5626
H: -0.7967 2.1885 1.1144
H: -1.4517 1.2949 -0.3773
H: -0.1873 0.4814 2.2741
H: -1.2944 1.9693 1.6989
H: 0.2034 -2.0325 1.0661

Atomic forces in eV per Å
C -0.1 -0.1 -0.1
C 0.0 -0.4 -0.6
C -0.1 -0.8 -0.4
C 0.7 -0.2 -0.3
C 0.6 -0.4 0.3
O -0.2 -0.6 -0.1
H -0.3 -0.1 0.0
H 0.1 0.0 0.1
H 0.0 0.1 -0.1
H -1.0 0.8 1.5
H 0.6 0.6 0.1
H -0.9 0.0 0.1
H 0.3 1.3 -0.3
H 0.3 -0.1 -0.1

Calculated values
**Net charge**: 0
**HOMO-LUMO gap**: 9.219 eV
**Electronic energy**: -270.3175 Eh
**2S+1**: 1
**Energy relative to the best compared isomer or geometry (same formula, charge and spin)**: 150.83 kcal per mole

---

Record 3
This record from the OMol25 dataset describes a molecular structure, C33H60BrGeIN8O2PSScSi3. The level of theory is ωB97M-V/def2-TZVPD.

Element x y z (Å)
Sc: -0.2432 0.5747 -0.0593
C: 2.2714 5.4940 1.7345
N: 2.1582 4.2032 1.0501
C: 3.0634 3.7098 0.1567
C: 2.5876 2.4986 -0.2516
N: 1.3998 2.2420 0.3871
C: 1.1659 3.2979 1.1727
P: -0.2828 3.5411 2.2535
C: -0.3402 1.8505 2.9264
N: -0.3488 0.7261 2.2098
C: -0.2652 -0.3069 3.1043
C: -0.2061 0.2004 4.3676
N: -0.2529 1.5605 4.2425
C: -0.2706 2.5008 5.3662
C: -1.5270 3.3767 0.9369
N: -1.5185 2.4401 -0.0146
C: -2.5330 2.7564 -0.8774
C: -3.1491 3.8926 -0.4480
N: -2.5080 4.2710 0.6971
C: -2.8559 5.4598 1.4784
H: 3.2551 5.9023 1.5237
H: 2.1678 5.3584 2.8078
H: 1.5143 6.1832 1.3681
H: 3.9611 4.2464 -0.0926
H: 3.0557 1.7934 -0.9184
H: -0.2752 -1.3389 2.7927
H: -0.1520 -0.2792 5.3299
H: 0.1507 2.0023 6.2341
H: -1.2918 2.8057 5.5831
H: 0.3356 3.3717 5.1330
H: -2.7593 2.1569 -1.7401
H: -3.9776 4.4527 -0.8465
H: -3.9071 5.4105 1.7507
H: -2.6664 6.3524 0.8871
H: -2.2540 5.4873 2.3818
C: -5.5372 -1.5672 1.1496
Si: -3.9890 -0.6272 1.6175
C: -4.3014 1.2196 1.5297
C: -3.4692 -1.0959 3.3499
Ge: -2.4170 -1.2712 -0.1816
Si: -1.9780 -3.6442 0.2110
C: -3.4848 -4.7367 0.3862
C: -0.8893 -4.3428 -1.1632
C: -1.0029 -3.7136 1.8275
Si: -3.3549 -1.2179 -2.4974
C: -3.8034 0.4874 -3.1462
C: -4.9343 -2.2230 -2.3586
C: -2.1376 -1.9683 -3.7055
H: -6.3306 -1.1503 1.7805
H: -5.4696 -2.6302 1.3725
H: -5.8481 -1.4463 0.1133
H: -5.0891 1.4836 2.2414
H: -4.6300 1.5369 0.5401
H: -3.4034 1.7816 1.7983
H: -4.3920 -1.2149 3.9261
H: -2.8875 -0.3028 3.8187
H: -2.9172 -2.0320 3.4331
H: -4.0264 -4.8735 -0.5493
H: -4.1862 -4.4105 1.1522
H: -3.1154 -5.7218 0.6879
H: -1.4918 -4.7791 -1.9612
H: -0.2775 -5.1516 -0.7535
H: -0.2226 -3.6078 -1.6183
H: -1.6278 -3.4770 2.6917
H: -0.1476 -3.0355 1.8205
H: -0.6177 -4.7255 1.9798
H: -4.4416 1.0593 -2.4718
H: -4.3730 0.3374 -4.0686
H: -2.9240 1.0772 -3.4155
H: -5.7784 -1.5717 -2.1283
H: -4.9097 -3.0250 -1.6213
H: -5.1304 -2.6780 -3.3338
H: -1.1175 -1.6947 -3.4385
H: -2.3531 -1.5733 -4.7020
H: -2.1966 -3.0530 -3.7593
O: 0.1770 0.5223 -2.0532
S: 1.3895 0.5946 -3.0246
C: 0.7172 1.1789 -4.5985
C: 1.3540 0.2771 -5.6515
C: 1.2442 -1.1435 -5.1063
C: 1.7065 -1.0874 -3.6471
H: 0.9371 2.2389 -4.7004
H: -0.3617 1.0259 -4.5173
H: 2.3972 0.5573 -5.8125
H: 0.8396 0.3998 -6.6035
H: 1.8585 -1.8464 -5.6664
H: 0.2138 -1.4873 -5.1635
H: 2.7846 -1.2262 -3.5634
H: 1.2116 -1.7707 -2.9554
Br: 6.5471 2.3962 -0.6506
C: 7.2903 0.7335 -0.1423
C: 8.4839 0.7522 0.5682
C: 9.0973 -0.4373 0.9233
C: 8.5264 -1.6504 0.5671
C: 7.3350 -1.6739 -0.1392
C: 6.7138 -0.4813 -0.4883
I: 4.9363 -0.6010 -1.5860
H: 8.9328 1.7005 0.8287
H: 10.0304 -0.4122 1.4688
H: 9.0133 -2.5808 0.8249
H: 6.8989 -2.6175 -0.4376
C: 2.2379 -3.4582 -0.0657
N: 2.7060 -2.4465 0.8728
C: 2.2347 -1.2072 0.9502
N: 2.8440 -0.3315 1.7635
O: 1.2036 -0.8621 0.2854
H: 2.9541 -3.5814 -0.8783
H: 1.2790 -3.1476 -0.4688
H: 2.1086 -4.4056 0.4522
H: 3.5597 -2.6404 1.3733
H: 3.7540 -0.5253 2.1480
H: 2.5450 0.6293 1.7133

Atomic forces in eV per Å
Sc 0.8 0.5 0.2
C 0.0 0.0 0.0
N 0.0 0.0 0.0
C 0.0 0.0 0.0
C 0.1 -0.1 0.0
N -0.2 0.0 -0.1
C 0.0 -0.1 0.0
P 0.0 0.0 0.0
C 0.0 0.0 0.0
N 0.0 -0.1 0.0
C 0.0 0.0 0.0
C 0.0 0.0 0.0
N 0.0 0.0 0.0
C 0.0 0.0 0.0
C 0.0 0.0 -0.1
N -0.1 -0.1 0.0
C 0.0 0.1 -0.1
C 0.0 0.0 0.0
N 0.0 0.0 0.0
C 0.0 -0.1 0.0
H 0.0 0.0 0.0
H 0.0 0.0 0.0
H 0.0 0.0 0.0
H 0.0 0.0 0.0
H 0.0 0.0 0.0
H 0.0 0.1 0.0
H 0.0 0.0 0.0
H 0.0 0.0 0.0
H 0.0 0.0 0.0
H 0.0 0.0 0.0
H 0.0 0.0 0.1
H 0.0 0.0 0.0
H 0.0 0.0 0.0
H 0.0 0.0 0.0
H 0.0 0.0 0.0
C 0.0 0.1 0.0
Si 0.1 0.2 -0.2
C 0.0 -0.1 0.1
C -0.1 0.0 0.0
Ge -0.9 -0.7 -0.2
Si 0.4 0.1 0.1
C 0.0 0.1 0.0
C -0.1 0.0 0.0
C -0.1 -0.1 -0.1
Si 0.0 0.2 0.2
C 0.0 -0.1 0.0
C 0.1 0.0 0.0
C 0.0 0.1 0.1
H 0.0 0.0 0.0
H 0.0 0.0 0.0
H 0.0 0.0 0.0
H 0.0 0.0 0.0
H 0.0 0.0 0.0
H 0.0 0.0 0.0
H 0.0 0.0 0.0
H 0.0 0.0 0.0
H 0.0 0.1 0.0
H 0.0 0.0 0.0
H 0.0 0.0 0.0
H 0.0 0.0 0.0
H 0.0 0.0 0.0
H 0.0 0.0 0.0
H -0.1 0.0 0.0
H 0.1 0.0 -0.1
H 0.1 -0.1 -0.1
H 0.0 0.0 0.0
H 0.0 0.0 0.0
H 0.0 0.0 0.0
H 0.0 0.0 0.0
H 0.0 0.0 0.0
H 0.0 0.0 0.0
H 0.0 0.0 0.0
H 0.1 0.0 0.0
H 0.0 0.0 0.0
H 0.0 -0.1 0.1
O 0.0 0.0 -0.1
S 0.0 0.1 0.1
C 0.0 0.0 0.0
C 0.0 0.1 0.0
C 0.0 -0.1 0.1
C -0.1 0.0 0.0
H 0.0 0.0 0.0
H 0.0 0.0 0.0
H 0.0 0.0 0.0
H 0.0 0.0 0.0
H 0.0 0.0 0.0
H 0.0 0.0 0.0
H 0.0 0.0 0.0
H 0.0 0.0 0.0
Br 0.0 0.0 0.0
C 0.0 0.0 0.0
C 0.0 0.0 0.0
C 0.0 0.0 0.0
C 0.0 0.0 0.0
C 0.0 0.0 0.0
C 0.0 0.0 0.0
I 0.0 0.0 0.0
H 0.0 0.0 0.0
H 0.0 0.0 0.0
H 0.0 0.0 0.0
H 0.0 0.0 0.0
C -0.1 0.1 0.0
N 0.1 0.0 0.1
C 0.0 -0.1 -0.1
N -0.1 0.1 0.0
O -0.1 0.2 0.0
H 0.0 0.0 0.0
H 0.1 0.0 0.1
H 0.0 0.0 0.0
H 0.0 -0.1 0.0
H 0.0 0.0 0.0
H 0.0 0.0 0.0

Calculated values
**Net charge**: +3
**HOMO-LUMO gap (alpha / beta)**: 7.754 / 5.893 eV
**Electronic energy**: -9198.8363 Eh
**2S+1**: 2
**Energy relative to the best compared isomer or geometry (same formula, charge and spin)**: 0.00 kcal per mole

---

Record 4
This record from the OMol25 dataset describes a molecular structure, C31H34BrN11O5W. The level of theory is ωB97M-V/def2-TZVPD.

Element x y z (Å)
W: 0.1675 -0.3187 0.8042
Br: -6.7095 -1.9750 2.7824
C: -4.8492 -1.8835 2.4998
C: -4.1520 -3.0279 2.0885
C: -2.7928 -2.9881 1.8791
C: -2.0767 -1.7929 2.0448
O: -0.7683 -1.7880 1.8684
C: -2.7816 -0.6480 2.4658
C: -2.0869 0.5481 2.7924
N: -0.8880 0.8318 2.3969
C: -0.2217 1.9890 2.8972
C: -0.6500 2.7832 3.9320
C: 0.0939 3.9070 4.3381
C: 1.2776 4.2215 3.7322
C: 1.7705 3.4060 2.6897
C: 3.0198 3.6282 2.0636
C: 3.4545 2.7676 1.0983
C: 2.6378 1.6867 0.7301
N: 1.4599 1.4609 1.2758
C: 1.0149 2.2948 2.2695
C: -4.1693 -0.7164 2.7135
H: -4.6939 -3.9538 1.9473
H: -2.2491 -3.8782 1.5901
H: -2.6162 1.2481 3.4360
H: -1.5537 2.5531 4.4786
H: -0.2786 4.5121 5.1529
H: 1.8577 5.0760 4.0543
H: 3.6205 4.4762 2.3677
H: 4.4075 2.8969 0.6068
H: 2.9392 0.9968 -0.0464
H: -4.6927 0.1634 3.0677
C: -2.4273 -2.3908 -2.0865
C: -1.1416 -2.0599 -1.3754
O: -1.2156 -1.0563 -0.6100
C: 0.0355 -2.8324 -1.5942
C: 0.0282 -3.7850 -2.6577
C: 1.1129 -4.5529 -2.9498
C: 2.2714 -4.4209 -2.1568
C: 2.3148 -3.5406 -1.1136
C: 1.2074 -2.7155 -0.7836
O: 1.3450 -1.9371 0.2394
H: -3.2087 -1.7261 -1.7277
H: -2.7141 -3.4234 -1.8878
H: -2.3341 -2.2896 -3.1696
H: -0.8640 -3.8951 -3.2572
H: 1.0866 -5.2613 -3.7649
H: 3.1371 -5.0348 -2.3714
H: 3.1963 -3.4525 -0.4925
N: -0.9758 1.4391 -0.1157
C: -0.7031 1.5681 -1.5682
C: -1.2182 2.8143 -2.2644
C: -0.8180 2.8787 -3.7485
C: -1.0488 1.6050 -4.5711
N: -0.1088 0.5055 -4.2973
C: 1.1874 0.4897 -4.6025
N: 1.6973 1.3839 -5.4417
N: 1.9593 -0.4701 -4.0885
C: 0.8023 1.2958 -1.6635
O: 1.5909 2.0079 -2.2476
O: 1.1164 0.1864 -1.0526
H: -1.9632 1.2646 0.0559
H: -0.7259 2.3048 0.3571
H: -1.2058 0.7052 -1.9948
H: -0.8635 3.7178 -1.7630
H: -2.3102 2.8194 -2.1890
H: 0.2305 3.1629 -3.8192
H: -1.3970 3.6738 -4.2210
H: -1.0004 1.8366 -5.6368
H: -2.0469 1.1962 -4.4114
H: -0.4137 -0.2481 -3.7028
H: 1.1278 2.1078 -5.8420
H: 2.6886 1.4336 -5.6016
H: 1.6599 -0.9461 -3.2463
H: 2.9518 -0.4504 -4.2521
N: 1.8739 -1.3524 5.9267
N: 1.9170 -1.2946 4.5488
N: 2.9649 -1.7016 3.8711
C: 2.6336 -1.3547 2.6409
N: 1.4352 -0.7542 2.6167
N: 0.9851 -0.7323 3.8629
H: 2.4980 -2.0976 6.2209
H: 0.9212 -1.5585 6.2106
H: 3.2371 -1.5388 1.7721

Atomic forces in eV per Å
W 0.2 0.3 0.6
Br 0.0 0.0 0.0
C 0.0 0.0 0.0
C 0.0 0.0 0.0
C 0.0 0.0 0.0
C 0.2 -0.1 -0.1
O -0.1 0.1 -0.3
C -0.1 0.0 0.0
C 0.0 0.1 0.0
N 0.2 0.0 -0.2
C 0.1 0.0 0.0
C 0.0 0.0 0.0
C 0.0 0.0 0.0
C 0.0 0.0 0.0
C 0.0 0.0 0.0
C 0.0 0.0 0.0
C 0.0 0.0 0.0
C 0.0 0.0 0.0
N -0.1 0.0 0.0
C -0.1 0.0 0.0
C 0.0 0.0 0.0
H 0.0 0.0 0.0
H 0.0 0.0 0.0
H 0.0 0.0 0.0
H 0.0 0.0 0.0
H 0.0 0.0 0.0
H 0.0 0.0 0.0
H 0.0 0.0 0.0
H 0.0 0.0 0.0
H 0.0 0.0 0.0
H 0.0 0.0 0.0
C 0.0 0.1 0.0
C -0.1 -0.1 0.0
O 0.0 -0.2 0.1
C 0.0 0.0 0.0
C 0.0 0.0 0.0
C 0.0 0.0 0.0
C 0.0 0.0 0.0
C 0.0 0.0 0.0
C 0.0 -0.1 0.0
O -0.4 0.2 0.1
H 0.0 0.0 0.0
H 0.0 0.0 0.0
H 0.0 0.0 0.0
H 0.0 0.0 0.0
H 0.0 0.0 0.0
H 0.0 0.0 0.0
H 0.0 0.0 0.0
N -0.2 0.0 -0.2
C 0.2 0.0 0.2
C 0.0 0.0 0.0
C 0.0 0.0 0.0
C 0.0 0.0 0.0
N 0.0 0.0 0.0
C 0.0 0.1 0.0
N 0.0 0.0 0.0
N 0.0 0.0 0.0
C -0.1 -0.3 0.1
O 0.0 0.1 0.0
O 0.1 0.3 -0.1
H 0.0 0.0 0.0
H -0.1 0.0 0.0
H 0.0 -0.1 -0.1
H 0.1 0.0 0.0
H 0.0 0.0 0.0
H 0.0 0.0 0.0
H 0.0 0.0 0.0
H 0.0 0.0 0.0
H 0.0 0.0 0.0
H 0.0 0.0 -0.1
H 0.0 0.0 0.0
H 0.0 0.0 0.0
H 0.0 0.0 0.0
H 0.0 0.0 0.0
N -0.1 -0.1 0.1
N 0.0 0.0 0.1
N 0.1 -0.1 0.0
C -0.1 0.2 0.0
N 0.1 -0.5 -0.1
N 0.0 0.1 -0.1
H 0.0 0.1 0.0
H 0.0 0.0 0.0
H 0.0 0.0 0.0

Calculated values
**Net charge**: +2
**HOMO-LUMO gap (alpha / beta)**: 6.217 / 6.217 eV
**Electronic energy**: -4820.9966 Eh
**2S+1**: 1